# 1
93
Properties=species:S:1:pos:R:3:mulliken_charge:R:1 method="wB97M-V/def2-TZVPD" homo_lumo_gap_ev=3.24 charge=+3 largest_force_ev_per_a=4.346 e_lumo_ev=-13.22
O 0.03 -3.38 3.50 -0.4312
V -1.00 -2.76 4.57 1.5110
O -0.94 -3.63 5.91 -0.4586
O -4.98 -1.34 4.51 -0.4980
V -4.04 -1.63 3.27 1.4323
O -4.96 -2.08 2.06 -0.4293
Sn -1.18 2.48 4.06 1.7886
C -1.25 0.57 1.18 -0.6852
C -1.72 -0.82 1.68 1.9888
C -0.84 -1.90 1.10 -1.8047
O -1.85 -0.98 3.10 -1.0006
H -2.08 1.30 1.24 0.5015
H -0.93 0.62 0.14 -0.2267
H -0.39 0.97 1.75 0.0441
H -2.72 -0.96 1.24 0.1374
H 0.21 -1.80 1.38 0.4275
H -0.74 -1.73 0.02 0.2085
H -1.24 -2.91 1.11 0.2829
O 1.92 2.10 3.02 -0.5791
S 3.25 2.44 2.53 1.1881
O 3.58 3.52 1.64 -0.5993
O 4.25 2.49 3.84 -0.3089
C 5.66 2.87 3.73 -0.1665
C 6.46 1.62 3.47 -1.0620
C 3.82 0.92 1.77 0.0354
H 6.02 3.21 4.71 0.3091
H 5.91 3.66 3.03 0.2685
H 7.44 1.49 3.93 0.3906
H 6.64 1.55 2.39 0.3127
H 5.88 0.74 3.75 0.2856
H 4.82 0.98 1.37 0.3098
H 3.05 0.65 1.04 -0.7087
H 3.70 0.04 2.41 0.3720
O 2.81 -2.19 -0.88 -0.6149
S 2.86 -0.89 -1.51 1.2325
O 3.91 -0.02 -1.07 -0.6156
O 2.97 -1.11 -3.08 -0.2689
C 4.22 -1.23 -3.74 -0.3078
C 4.58 0.14 -4.32 -1.0646
C 1.27 -0.05 -1.44 -0.4003
H 4.22 -2.07 -4.43 0.4316
H 5.05 -1.47 -3.06 0.2869
H 3.68 0.65 -4.65 0.2745
H 5.37 0.04 -5.07 0.3828
H 5.02 0.86 -3.62 0.2696
H 1.22 0.24 -0.39 -0.3175
H 0.52 -0.73 -1.83 0.3807
H 1.28 0.91 -1.96 0.2972
O 0.06 -6.73 -0.71 -0.5792
S -0.25 -5.49 -0.05 1.1599
O -1.60 -5.22 0.41 -0.6468
O 0.70 -5.22 1.25 -0.1656
C 0.67 -6.19 2.35 -0.0817
C 2.01 -6.88 2.46 -1.2192
C 0.32 -4.04 -1.01 -0.6645
H -0.18 -6.86 2.17 0.4761
H 0.39 -5.53 3.18 0.0030
H 2.15 -7.65 1.71 0.3123
H 2.33 -7.22 3.45 0.4107
H 2.79 -6.12 2.34 0.2930
H 1.14 -4.36 -1.64 0.4596
H 0.78 -3.34 -0.32 -0.1329
H -0.61 -3.65 -1.43 0.4977
O -4.17 1.60 -3.52 -0.6424
S -4.73 1.87 -2.23 1.1552
O -4.32 3.04 -1.48 -0.6495
O -6.36 1.81 -2.23 -0.2033
C -7.11 2.74 -3.03 -0.2866
C -8.50 2.09 -3.28 -1.1037
C -4.40 0.44 -1.21 -0.6599
H -6.69 2.97 -4.01 0.3626
H -7.19 3.65 -2.44 0.3201
H -9.24 2.48 -2.58 0.3304
H -8.53 1.05 -2.97 0.3217
H -8.77 2.10 -4.33 0.3072
H -3.32 0.43 -1.15 -0.0063
H -4.92 -0.41 -1.65 0.4986
H -4.85 0.71 -0.25 0.2461
O -1.41 5.47 0.34 -0.6057
S -0.58 4.29 0.26 0.8553
O -0.38 3.47 1.44 -0.4622
O -1.09 3.21 -0.85 -0.1308
C -1.44 3.71 -2.16 -0.1192
C -1.30 2.58 -3.14 -1.1716
C 1.07 4.60 -0.43 -0.9137
H -0.93 4.65 -2.37 0.5129
H -2.48 4.05 -2.17 0.1693
H -1.78 1.67 -2.77 0.0741
H -0.31 2.27 -3.49 0.3221
H -1.85 2.70 -4.07 0.4346
H 1.70 5.07 0.31 0.4397
H 0.98 5.21 -1.32 0.4641
H 1.42 3.63 -0.77 0.2165


# 2
101
Properties=species:S:1:pos:R:3:mulliken_charge:R:1 method="wB97M-V/def2-TZVPD" multiplicity=3 s_squared=2.002 homo_lumo_gap_ev="11.10 / 8.65" relative_energy_kcal_mol=0.0 largest_force_ev_per_a=1.969 e_lumo_ev="0.06 / -2.22"
Pt 0.90 0.78 -2.20 5.9364
B -1.04 2.09 -3.82 0.0607
F -1.89 3.09 -4.17 -0.3023
F -1.58 1.32 -2.75 -0.1789
F -0.70 1.26 -4.90 -0.3831
F 0.25 2.54 -3.32 -0.3657
B 0.50 1.27 0.70 -0.3499
F 0.30 2.31 -0.23 -0.4442
F 1.84 1.21 1.12 -0.3199
F -0.35 1.37 1.76 -0.2706
F 0.27 0.07 -0.11 -0.1502
O -1.71 -1.88 1.62 -0.5650
S -2.94 -1.84 0.91 1.2007
O -3.39 -2.95 0.15 -0.7652
O -4.02 -1.45 1.99 -0.2053
C -5.40 -1.59 1.66 -0.0229
C -6.20 -1.62 2.95 -1.3734
C -2.89 -0.46 -0.16 -0.0590
H -5.54 -2.45 1.01 0.3948
H -5.86 -0.79 1.06 0.0793
H -7.27 -1.61 2.71 0.4043
H -5.90 -0.77 3.57 0.3183
H -6.05 -2.53 3.53 0.3448
H -3.83 -0.15 -0.62 0.4713
H -2.23 -0.76 -0.97 -0.3497
H -2.58 0.44 0.38 -0.0028
O -1.94 -2.47 -3.30 -0.7030
S -0.54 -2.35 -3.44 1.0516
O 0.14 -1.18 -2.94 -1.6581
O 0.17 -3.62 -2.86 -0.2158
C -0.49 -4.31 -1.74 -0.9513
C -0.13 -3.73 -0.39 0.0820
C -0.02 -2.58 -5.10 -1.1563
H -0.19 -5.35 -1.87 0.3358
H -1.56 -4.23 -1.93 0.4814
H 0.92 -3.94 -0.20 0.1420
H -0.74 -4.21 0.38 0.5010
H -0.29 -2.66 -0.36 -0.4878
H -0.59 -3.41 -5.50 0.4125
H 1.02 -2.88 -5.13 0.2738
H -0.23 -1.66 -5.65 0.3530
O 4.85 -1.36 -1.87 -0.6891
S 3.56 -1.51 -1.30 0.6729
O 2.57 -0.54 -1.65 -1.5626
O 3.04 -2.93 -1.68 -0.0649
C 3.93 -4.07 -1.63 -0.3966
C 3.60 -4.99 -2.79 -1.1474
C 3.56 -1.57 0.46 -0.7580
H 3.77 -4.57 -0.67 0.2771
H 4.95 -3.70 -1.76 0.5259
H 4.47 -5.63 -2.96 0.4091
H 3.38 -4.42 -3.69 0.2359
H 2.74 -5.62 -2.58 0.2614
H 2.60 -1.94 0.81 0.1383
H 3.64 -0.52 0.76 0.2106
H 4.35 -2.27 0.70 0.5754
O 4.37 -1.82 5.63 -0.6509
S 3.51 -1.61 4.53 1.1208
O 3.42 -2.58 3.48 -0.5578
O 2.07 -1.44 5.14 -0.3626
C 0.92 -1.47 4.24 0.5725
C 0.03 -0.30 4.55 -0.9991
C 3.77 0.01 3.89 -0.5077
H 0.45 -2.45 4.26 0.2918
H 1.30 -1.34 3.23 -0.3663
H -0.74 -0.18 3.79 0.1205
H 0.65 0.60 4.60 0.2668
H -0.37 -0.34 5.56 0.4152
H 3.17 0.26 3.01 -0.1291
H 4.83 0.22 3.77 0.4213
H 3.42 0.67 4.69 0.3986
O 2.58 2.24 -1.74 -0.7843
S 3.62 2.87 -0.99 1.1461
O 4.43 2.06 -0.16 -0.7367
O 4.47 3.58 -2.11 -0.1753
C 5.47 4.53 -1.71 -0.1625
C 6.07 5.17 -2.95 -1.3409
C 2.90 4.22 -0.08 -0.9131
H 6.27 4.10 -1.10 0.3081
H 5.03 5.33 -1.10 0.2901
H 6.62 4.45 -3.56 0.3230
H 6.78 5.92 -2.61 0.4043
H 5.30 5.63 -3.57 0.3345
H 2.18 3.71 0.57 0.1017
H 2.46 4.84 -0.85 0.3618
H 3.67 4.64 0.56 0.5295
O -5.94 3.06 3.14 -0.6212
S -6.57 3.63 2.00 1.1826
O -7.30 4.84 2.13 -0.6155
O -5.49 3.86 0.88 -0.3783
C -4.46 2.83 0.70 -0.1861
C -3.20 3.40 0.10 -0.7986
C -7.67 2.47 1.22 -0.5817
H -4.91 2.00 0.15 0.1847
H -4.32 2.41 1.70 0.5248
H -3.05 2.99 -0.90 0.1706
H -2.37 3.12 0.74 -0.0035
H -3.28 4.49 0.04 0.4661
H -7.04 1.66 0.85 -0.0226
H -8.00 2.97 0.31 0.3484
H -8.34 2.07 1.98 0.3584


# 3
85
Properties=species:S:1:pos:R:3:mulliken_charge:R:1 method="wB97M-V/def2-TZVPD" homo_lumo_gap_ev=5.14 relative_energy_kcal_mol=0.0 charge=-1 largest_force_ev_per_a=2.194 e_lumo_ev=2.19
Ba -0.15 -0.63 1.99 1.7819
O 1.59 0.74 3.48 -0.9308
H 1.91 1.64 3.35 -0.0488
O 0.10 -2.12 4.16 -0.9244
H 0.58 -2.87 4.49 -0.0085
O -2.32 -1.90 1.91 -0.8943
H -3.21 -2.17 1.71 -0.0322
C -0.80 -5.82 0.59 -1.1494
C -0.26 -4.77 1.55 0.2042
O 1.14 -4.60 1.42 -0.3019
P 1.78 -3.52 0.42 -0.3442
O 0.96 -2.31 0.25 0.4089
O 2.11 -4.27 -0.95 -0.1041
C 2.97 -5.41 -0.99 -0.2085
C 3.58 -5.46 -2.38 -1.2215
O 3.19 -3.24 1.12 -0.3259
C 3.17 -2.69 2.46 0.4115
C 4.43 -1.87 2.66 -1.4564
H -1.88 -5.90 0.57 0.3958
H -0.47 -5.61 -0.43 0.2100
H -0.35 -6.79 0.85 0.2915
H -0.81 -3.83 1.46 0.0512
H -0.48 -5.05 2.58 0.3473
H 3.80 -5.29 -0.29 0.2691
H 2.47 -6.33 -0.68 0.2965
H 2.85 -5.77 -3.13 0.3012
H 4.00 -4.50 -2.69 0.2519
H 4.37 -6.21 -2.43 0.4126
H 2.34 -2.00 2.60 -0.1113
H 3.04 -3.46 3.22 0.2389
H 4.61 -1.26 1.78 0.2880
H 4.26 -1.20 3.51 0.3993
H 5.30 -2.51 2.81 0.3406
C -3.60 5.98 2.24 -1.0196
C -3.56 4.81 3.23 -0.2639
O -3.27 3.57 2.58 -0.3204
P -1.88 3.20 1.89 -0.0654
O -1.47 1.81 2.13 -0.0710
O -0.88 4.32 2.44 -0.2453
C 0.52 4.11 2.31 0.6950
C 1.26 5.16 3.13 -1.3998
O -2.05 3.67 0.37 -0.1835
C -3.10 3.15 -0.44 0.1094
C -2.88 3.58 -1.86 -1.1337
H -4.35 5.78 1.47 0.2607
H -3.90 6.90 2.73 0.4002
H -2.62 6.08 1.77 0.2848
H -2.88 5.00 4.06 0.2843
H -4.53 4.64 3.70 0.3446
H 0.85 3.12 2.65 -0.2471
H 0.81 4.27 1.26 0.1593
H 1.11 4.95 4.20 0.3487
H 2.33 5.15 2.99 0.3904
H 0.80 6.16 3.08 0.3544
H -3.15 2.06 -0.34 -0.0052
H -4.07 3.52 -0.09 0.3796
H -2.98 4.66 -1.98 0.4188
H -1.83 3.42 -2.13 0.0670
H -3.49 3.02 -2.57 0.3803
C 0.64 3.10 -4.69 -1.3829
C -0.14 1.92 -4.16 -0.2347
O 0.03 1.84 -2.73 -0.2940
P -0.30 0.42 -2.04 0.4019
O -0.13 0.42 -0.59 0.2129
O -1.82 0.17 -2.51 -0.3859
C -2.52 -1.04 -2.13 -0.0639
C -3.55 -0.72 -1.06 -0.9499
O 0.57 -0.66 -2.82 -0.2855
C 2.00 -0.53 -2.83 -0.1133
C 2.53 -1.74 -3.56 -1.0315
H 1.64 3.12 -4.24 0.2962
H 0.68 3.10 -5.77 0.3777
H 0.21 4.04 -4.36 0.3267
H -1.19 2.07 -4.42 0.2686
H 0.12 0.95 -4.59 0.4707
H -2.99 -1.39 -3.04 0.3794
H -1.90 -1.84 -1.73 0.0521
H -4.15 -1.63 -0.92 0.5152
H -3.02 -0.50 -0.13 0.0849
H -4.29 0.05 -1.29 0.2599
H 2.25 0.43 -3.30 0.2991
H 2.38 -0.49 -1.81 0.2724
H 3.62 -1.78 -3.67 0.4438
H 2.32 -2.58 -2.89 0.0174
H 2.00 -1.85 -4.51 0.3018


# 4
92
Properties=species:S:1:pos:R:3:mulliken_charge:R:1 method="wB97M-V/def2-TZVPD" homo_lumo_gap_ev=10.58 relative_energy_kcal_mol=98.5 smiles="COP(=O)(OC)OC.COP(=O)(OC)OC.COP(=O)(OC)OC.COP(=O)(OC)OC.ClCCCl.ClCCCl.ClCCCl" largest_force_ev_per_a=3.709 e_lumo_ev=0.19
C 13.54 -22.23 -0.97 -0.7144
O 12.91 -21.59 0.12 -0.2173
P 12.55 -22.34 1.49 0.9865
O 13.53 -23.22 2.18 -0.6592
O 12.05 -21.09 2.49 -0.3071
C 12.76 -19.88 2.52 -0.7259
O 11.15 -23.16 1.21 -0.3293
C 10.33 -23.48 2.35 -0.6186
H 12.77 -22.26 -1.74 0.2707
H 13.95 -23.22 -0.79 0.3266
H 14.38 -21.70 -1.41 0.2808
H 12.91 -19.74 3.59 0.3078
H 12.31 -18.97 2.12 0.2595
H 13.77 -19.91 2.12 0.3200
H 10.07 -24.54 2.30 0.2658
H 9.42 -22.95 2.10 0.2475
H 10.70 -23.14 3.32 0.3068
C 7.97 -19.65 -4.17 -0.6961
O 8.71 -19.65 -5.39 -0.2616
P 7.92 -19.11 -6.71 1.0042
O 6.57 -19.66 -6.93 -0.6691
O 8.90 -19.17 -8.05 -0.3053
C 10.30 -19.07 -7.89 -0.7479
O 8.03 -17.48 -6.34 -0.2545
C 7.36 -16.55 -7.10 -0.6895
H 6.89 -19.59 -4.34 0.3487
H 8.48 -19.02 -3.45 0.2487
H 8.10 -20.62 -3.69 0.2644
H 10.88 -18.51 -8.62 0.3157
H 10.68 -20.08 -7.76 0.3251
H 10.75 -18.65 -6.99 0.3151
H 8.10 -15.88 -7.54 0.2383
H 6.68 -15.98 -6.45 0.2310
H 6.82 -17.03 -7.92 0.3329
C 5.60 -8.37 -14.76 -0.5681
O 6.89 -8.66 -14.24 -0.3416
P 7.14 -9.31 -12.79 1.0501
O 7.67 -8.28 -11.81 -0.6815
O 5.71 -10.00 -12.33 -0.2790
C 4.99 -9.56 -11.24 -0.7480
O 8.04 -10.66 -13.15 -0.3088
C 9.32 -10.84 -12.51 -0.6737
H 4.72 -8.63 -14.17 0.2795
H 5.51 -8.79 -15.76 0.2489
H 5.63 -7.30 -14.95 0.2503
H 5.67 -9.16 -10.49 0.3288
H 4.40 -10.30 -10.71 0.2942
H 4.32 -8.72 -11.43 0.2909
H 9.94 -11.15 -13.36 0.2601
H 9.37 -11.77 -11.94 0.2706
H 9.76 -10.00 -11.98 0.3274
C -4.61 -24.63 -8.12 -0.5534
O -3.28 -24.10 -7.98 -0.3654
P -2.23 -24.39 -9.29 1.0244
O -2.25 -25.82 -9.82 -0.6791
O -2.88 -23.28 -10.29 -0.2625
C -3.10 -23.56 -11.64 -0.7281
O -0.77 -23.89 -8.90 -0.2568
C 0.03 -24.37 -7.82 -0.6832
H -5.33 -23.87 -7.80 0.2660
H -4.79 -25.55 -7.57 0.2329
H -4.78 -24.65 -9.19 0.2320
H -4.17 -23.59 -11.86 0.2773
H -2.78 -24.56 -11.91 0.3298
H -2.46 -22.94 -12.27 0.2834
H -0.02 -23.86 -6.86 0.2863
H 1.03 -24.25 -8.24 0.2632
H -0.09 -25.43 -7.59 0.3325
Cl 2.72 -20.34 -14.34 -0.1668
C 2.54 -20.27 -12.59 -0.2982
C 1.73 -18.96 -12.21 -0.4914
Cl 2.52 -17.44 -12.67 -0.1806
H 3.43 -20.46 -11.98 0.3279
H 1.89 -21.10 -12.33 0.1976
H 1.59 -18.79 -11.14 0.3070
H 0.77 -18.97 -12.72 0.3053
Cl 12.50 -11.76 -5.53 -0.1797
C 12.11 -11.98 -3.80 -0.3927
C 11.57 -10.69 -3.16 -0.4704
Cl 9.98 -10.25 -3.81 -0.1685
H 12.97 -12.35 -3.25 0.3053
H 11.25 -12.65 -3.72 0.2831
H 12.24 -9.84 -3.10 0.3520
H 11.37 -10.87 -2.10 0.2708
Cl 5.76 -17.56 2.90 -0.2032
C 4.15 -16.89 3.13 -0.5059
C 3.39 -16.69 1.79 -0.3263
Cl 1.77 -16.20 2.37 -0.2019
H 4.27 -16.08 3.85 0.3638
H 3.69 -17.68 3.73 0.2904
H 3.32 -17.60 1.21 0.2849
H 3.62 -15.89 1.09 0.2981


# 5
87
Properties=species:S:1:pos:R:3:mulliken_charge:R:1 method="wB97M-V/def2-TZVPD" homo_lumo_gap_ev=6.74 relative_energy_kcal_mol=717.6 charge=-1 largest_force_ev_per_a=14.751 e_lumo_ev=2.74
Cl 17.67 6.01 -7.71 1.8077
O 16.45 6.56 -7.25 -0.9660
O 18.43 7.02 -8.25 -0.7424
O 18.31 5.28 -6.69 -0.3806
O 17.25 5.09 -8.74 -0.2076
O 15.83 8.81 -6.88 -1.0205
P 15.48 8.28 -5.56 -0.1319
N 14.45 9.48 -4.69 0.4074
C 13.47 9.14 -3.69 -1.0663
C 14.65 10.92 -4.88 -0.9717
N 16.71 7.95 -4.43 0.7439
C 17.45 6.69 -4.45 -0.1999
C 17.28 8.99 -3.61 -1.3857
N 14.58 6.82 -5.51 0.8594
C 14.22 6.19 -6.70 -1.2329
C 14.23 6.09 -4.20 -1.2291
H 13.94 8.65 -2.85 0.2045
H 12.86 8.38 -4.18 0.2695
H 12.88 10.02 -3.42 0.3761
H 15.01 11.41 -3.98 0.4088
H 13.74 11.35 -5.30 0.4456
H 15.40 11.13 -5.65 -0.0560
H 17.56 6.29 -3.44 0.3680
H 16.95 6.03 -5.17 -1.2029
H 18.42 6.81 -4.93 0.4648
H 18.34 8.77 -3.45 0.4650
H 17.22 9.93 -4.16 0.5132
H 16.72 9.01 -2.68 0.2662
H 13.35 5.53 -6.62 0.5555
H 14.05 7.04 -7.36 0.2730
H 15.07 5.64 -7.09 0.3880
H 14.68 5.10 -4.16 0.2802
H 13.17 6.02 -3.96 0.3843
H 14.56 6.64 -3.32 0.3557
O 16.64 4.17 -10.40 -0.8059
P 17.89 3.70 -10.99 -0.1767
N 19.11 4.87 -10.93 0.9753
C 18.95 6.07 -10.07 -1.2256
C 20.40 4.69 -11.56 -1.1938
N 17.59 3.30 -12.60 0.4289
C 16.94 2.09 -13.04 -1.1597
C 17.46 4.46 -13.52 -1.1206
N 18.58 2.30 -10.25 0.4701
C 18.64 2.28 -8.75 -0.6197
C 19.58 1.51 -11.00 -1.1602
H 17.91 6.08 -9.76 0.4883
H 19.13 6.90 -10.75 0.3357
H 19.71 6.26 -9.31 0.3939
H 20.43 3.92 -12.33 0.3858
H 21.18 4.37 -10.87 0.2377
H 20.70 5.67 -11.94 0.3250
H 15.85 2.18 -13.12 0.3246
H 17.38 1.76 -13.98 0.3385
H 17.08 1.31 -12.29 0.3894
H 16.62 4.34 -14.19 0.4171
H 17.07 5.16 -12.78 0.3384
H 18.44 4.63 -13.96 0.2323
H 19.67 2.30 -8.38 0.3045
H 18.16 3.13 -8.26 0.0096
H 18.19 1.36 -8.36 0.3200
H 20.52 1.99 -10.73 0.3327
H 19.48 1.45 -12.09 0.3142
H 19.53 0.46 -10.72 0.3553
C 17.09 4.19 -6.02 0.3036
O 15.89 3.55 -6.11 -0.4557
C 15.01 3.72 -7.10 0.6354
O 15.07 4.50 -8.06 -0.3168
O 14.05 2.93 -6.96 -0.3839
C 13.14 2.64 -7.92 -0.9154
H 17.37 4.68 -6.95 -0.4913
H 17.84 3.55 -5.56 0.5191
H 16.90 4.96 -5.27 -0.1477
H 12.06 2.61 -7.76 0.3079
H 13.23 1.59 -8.21 0.3537
H 13.26 3.13 -8.88 0.3510
C 17.01 11.13 -6.25 -0.6575
O 17.98 10.26 -5.72 -0.5177
C 18.08 8.97 -6.16 0.6661
O 17.51 8.49 -7.12 -0.3531
O 19.03 8.39 -5.36 -0.3473
C 19.34 6.96 -5.49 -0.6886
H 17.35 11.63 -7.16 0.4732
H 16.80 11.94 -5.55 0.2632
H 16.16 10.49 -6.49 0.3941
H 20.22 7.01 -6.13 0.4759
H 18.52 6.42 -5.97 -0.2487
H 19.47 6.49 -4.52 0.4820